This record from the Open Molecules 2025 dataset describes 2 unconnected molecules or ions with the total composition C4H2ClO2 in a non-equilibrium geometry. The level of theory is the ωB97M-V functional and the def2-TZVPD basis.

Results
Total charge: -1
HOMO-LUMO gap: 6.983 eV
HOMO energy: -3.33 eV
Relative energy (zero: lowest compared OMol25 entry of this formula, charge and spin): 313.97 kJ/mol
E_tot: -20795.3200 eV

Positions of all 9 atoms, in Å:
C (0.548, -1.384, 0.271)
C (0.706, -1.615, 1.481)
C (-1.268, 1.569, -0.839)
C (-0.028, 1.197, -0.730)
O (0.720, -1.237, 2.661)
O (-2.417, 1.815, -0.954)
Cl (0.660, -2.256, -1.162)
H (0.350, 0.141, -0.476)
H (0.729, 1.769, -0.253)